# 1
{
  "formula": "C10H19N2O2",
  "method": "wB97M-V/def2-TZVPD",
  "energy_ha": -651.80715,
  "de_lowest_kj_mol": 310.02,
  "multiplicity": 3,
  "gap_ev": [6.97, 5.02],
  "total_charge": 1,
  "homo_energy_ev": [-9.9, -13.3],
  "lumo_energy_ev": [-2.97, -8.27],
  "s_squared": 2.02,
  "species": ["H", "N", "H", "H", "H", "C", "H", "H", "N", "H", "H", "H", "C", "H", "H", "C", "H", "C", "H", "O", "C", "O", "C", "H", "H", "H", "H", "H", "H", "C", "C", "C", "C"],
  "xyz": [[-0.03506, 0.69581, -3.18511], [1.07133, -1.74700, 3.33551], [0.76317, -1.44922, -0.01649], [-1.08957, -1.22066, -3.04198], [-2.61992, -1.40114, 0.41382], [0.29190, 1.08179, -2.23889], [-2.62369, -1.50327, -2.28276], [-1.31063, -2.21207, -1.63463], [2.49528, 0.09613, 2.79562], [0.25957, -3.51217, 3.50538], [-1.26514, 2.24572, 0.54509], [-1.75239, 1.66606, -1.88160], [-1.63766, -1.27369, -2.00893], [2.17048, 0.28565, -1.35839], [1.28891, -0.78090, -2.37745], [-2.35382, -0.31035, 0.15487], [0.11649, 2.68436, -0.29451], [0.48561, 0.79467, 0.56852], [2.21188, 1.66162, -0.03748], [0.15037, -2.52898, 3.83321], [1.76815, -0.82695, 3.25010], [1.84610, 1.26840, 0.77401], [-0.48705, 1.82428, -0.08652], [-3.20820, 0.24096, -0.16318], [-2.23708, 0.23094, 1.02558], [0.20979, 0.40729, 1.55076], [3.13628, 0.36233, 3.54389], [2.24407, 0.70706, 1.92436], [0.82661, 2.05617, -2.40291], [0.31489, -0.45691, -0.31783], [-1.20868, -0.26249, -0.92138], [-0.92339, 1.18149, -1.40441], [1.10140, -0.00492, -1.56626]],
  "atomic_forces_ev_per_a": [[0.169, 0.173, -0.814], [-4.441, -6.419, -6.065], [-1.108, 1.020, 0.329], [-0.726, 0.352, 1.907], [0.252, 1.755, -0.433], [0.539, 0.833, -1.026], [-1.859, 0.815, 0.216], [0.461, -1.200, 0.357], [1.714, 1.119, 0.132], [-0.025, 2.598, 0.417], [-0.180, -0.592, 0.230], [-0.508, 0.259, -0.135], [3.503, -0.068, -1.732], [-0.991, -0.181, 0.069], [-0.459, 0.334, 1.397], [0.417, -2.418, -1.295], [0.447, 0.773, -0.270], [-1.494, -1.349, 0.622], [-0.022, -0.212, 0.404], [0.023, -2.183, 2.188], [2.205, 3.523, 5.357], [-1.082, 0.482, -1.014], [0.836, 0.551, 0.332], [-1.045, -0.198, -1.190], [1.329, 0.756, 2.285], [-0.312, 0.894, 0.351], [0.286, 1.033, -0.557], [1.016, -0.114, -0.727], [-0.542, -0.836, 0.166], [0.481, 0.254, -2.663], [-0.657, -0.162, 0.874], [-0.595, -0.172, 2.003], [2.368, -1.416, -1.717]]
}


# 2
{
  "formula": "C6H16NO",
  "method": "wB97M-V/def2-TZVPD",
  "energy_ha": -367.89736,
  "de_lowest_kj_mol": 223.39,
  "multiplicity": 1,
  "gap_ev": 11.25,
  "total_charge": 1,
  "homo_energy_ev": -14.4,
  "lumo_energy_ev": -3.18,
  "smiles": "CC(C)C[C@H]([NH3+])CO",
  "species": ["C", "H", "C", "H", "H", "H", "C", "H", "H", "H", "C", "H", "C", "C", "H", "H", "N", "H", "H", "H", "H", "H", "O", "H"],
  "xyz": [[-0.05894, 0.42166, -0.70068], [-0.04860, 1.11315, 1.30147], [-0.34735, -1.22568, 2.96308], [-0.07379, -0.62043, -1.31962], [-1.47891, -2.84205, 1.12686], [0.11832, -2.19011, 3.34992], [-0.37911, -2.54978, 0.72825], [-1.56872, 0.11031, 0.71379], [-1.43379, -1.09185, 3.09434], [1.60061, 0.89138, -1.91725], [-0.65997, 1.64539, -1.48116], [-1.73796, 1.69692, -1.61515], [-0.39495, 0.14826, 0.69340], [0.03916, -1.18048, 1.37030], [1.55097, 1.69706, -0.60120], [-0.35926, 2.11060, -3.38685], [1.48754, 0.74079, -0.88580], [0.18893, -3.33004, 1.30178], [-0.34817, -2.63020, -0.32416], [0.19974, -0.34720, 3.34976], [1.06501, -1.24693, 1.45965], [-0.47738, 2.40917, -0.69980], [0.12759, 1.93615, -2.57021], [2.17647, 0.03931, -0.51039]],
  "atomic_forces_ev_per_a": [[1.630, -3.437, -4.240], [-0.877, -2.062, -0.751], [1.176, 0.236, -2.226], [-0.529, 2.448, 1.144], [2.113, 0.927, -1.315], [-1.031, 1.342, -0.201], [-2.553, -0.180, 3.742], [1.948, 0.435, 0.081], [0.521, -0.421, 0.202], [0.022, -0.694, 0.661], [0.064, 0.091, 3.034], [0.017, -0.727, -0.294], [-2.306, 1.340, 2.504], [-2.056, -0.809, 1.200], [1.007, 0.698, 1.244], [-0.044, -0.107, 0.310], [-0.682, -0.899, -1.123], [-0.059, 0.604, -1.141], [0.254, -0.267, -1.071], [-0.419, -0.519, 0.426], [2.593, 0.288, -0.258], [-0.203, 0.425, -0.334], [0.368, 0.079, -1.444], [-0.953, 1.208, -0.152]]
}


# 3
{
  "formula": "C39H30N8O3Ta",
  "method": "wB97M-V/def2-TZVPD",
  "energy_ha": -2224.29112,
  "de_lowest_kj_mol": 39.10,
  "multiplicity": 1,
  "gap_ev": 5.23,
  "total_charge": 3,
  "homo_energy_ev": -15.4,
  "lumo_energy_ev": -10.16,
  "species": ["O", "C", "H", "C", "H", "Ta", "N", "H", "C", "C", "H", "H", "N", "H", "N", "C", "C", "C", "C", "H", "C", "C", "N", "C", "H", "C", "C", "C", "N", "C", "C", "C", "N", "C", "C", "C", "C", "C", "H", "C", "H", "C", "C", "C", "N", "C", "H", "H", "H", "C", "H", "H", "H", "C", "H", "C", "C", "H", "H", "H", "O", "H", "N", "C", "O", "C", "H", "H", "C", "H", "H", "C", "H", "C", "H", "H", "H", "C", "H", "C", "C"],
  "xyz": [[0.84420, 1.53363, 0.77548], [-5.19363, -2.47856, -1.96946], [-2.96514, 1.59412, 3.26230], [-2.57940, 0.11967, -1.50168], [0.17952, -1.16216, -3.09116], [0.01379, -0.00691, -0.12577], [-0.98987, 1.57111, -1.33983], [3.78375, 5.23471, 1.62809], [1.94237, 3.35898, -2.41263], [0.86974, 3.55747, 2.04244], [4.00030, 3.86528, -2.79206], [-3.77276, -4.33750, 1.95194], [1.57757, -1.01775, 1.24058], [4.33130, -4.84991, -1.05208], [1.54095, 1.16401, -1.52752], [2.31586, -2.02065, 0.70186], [0.87082, 5.58886, 3.32878], [3.43734, -2.41520, 2.77764], [2.78768, 5.00584, 1.98151], [-4.05549, -1.92846, 2.51387], [2.85278, 0.94883, -1.52888], [-3.22311, 0.58752, 2.95369], [-0.97627, 1.97932, 2.02654], [-4.97750, 0.31692, -2.10795], [-3.11576, -2.48406, -1.49938], [3.77181, -4.06849, -0.55471], [1.61480, -2.75400, -3.32489], [-0.35126, 2.51085, -1.93168], [-1.05279, -1.76725, 1.00203], [-0.91280, -3.05504, 0.69940], [-3.98789, -1.88392, -1.72410], [-3.85064, -0.47729, -1.78135], [-1.24856, 0.73446, 1.49996], [3.77208, 1.89120, -1.97741], [2.15374, 3.84893, 1.57012], [0.19859, 2.34385, 1.61125], [-6.20572, -0.30965, -2.34296], [2.14738, 5.87479, 2.85816], [-4.05014, 1.99299, -2.07031], [2.68161, -1.40401, 3.32141], [4.82552, 1.65013, -1.97695], [2.54602, -3.53827, -2.68199], [3.26233, -2.75352, 1.42090], [-3.16930, -2.27327, 2.00021], [1.13148, -1.57112, -1.30756], [-6.30733, -1.67752, -2.27680], [1.17125, 0.08559, 2.93218], [3.08694, -4.30413, -3.22419], [1.40275, -2.88367, -4.37660], [1.76266, -0.72362, 2.52108], [4.72379, -4.35644, 1.31292], [1.53633, 4.30181, -2.75399], [-1.68037, -5.05256, 0.78818], [1.09608, 2.37502, -1.94670], [4.16031, -2.94904, 3.38170], [0.92599, -1.77983, -2.60705], [2.06761, -2.32787, -0.67376], [2.65078, 3.16360, 0.89491], [3.19790, -0.01416, -1.17460], [-0.76349, 4.20159, 3.28416], [-1.58379, -0.67320, -1.08728], [-0.87847, 3.26706, -2.50501], [-2.32039, 1.39587, -1.62221], [0.22970, 4.43303, 2.92517], [-4.94858, 1.64324, -2.19061], [3.98971, -3.79402, 0.75074], [-0.01491, -3.34290, 0.17239], [0.38026, 6.26935, 4.01028], [-2.22105, 0.04463, 2.01141], [-7.26229, -2.14599, -2.47409], [-5.29269, -3.55444, -1.94464], [-3.00931, -3.61878, 1.68639], [-3.32969, -0.06070, 3.82401], [-2.17818, -1.37911, 1.65218], [-4.19491, 0.61046, 2.44816], [-7.05629, 0.31132, -2.58705], [2.79106, -1.11840, 4.35792], [3.31278, 3.11312, -2.42945], [2.64709, 6.77933, 3.17728], [-1.85722, -4.01637, 1.03874], [2.80249, -3.32987, -1.31264]],
  "atomic_forces_ev_per_a": [[0.032, 0.054, 0.116], [0.014, -0.040, 0.004], [0.000, -0.002, -0.007], [-0.321, 0.318, -0.050], [-0.013, -0.010, 0.011], [0.343, -0.170, -0.160], [0.332, 0.096, -0.069], [0.003, 0.004, -0.002], [-0.061, -0.001, -0.001], [-0.013, 0.123, -0.023], [0.005, 0.004, -0.001], [-0.006, 0.001, 0.005], [0.143, 0.134, -0.178], [-0.001, -0.003, -0.006], [0.060, -0.032, 0.062], [-0.125, -0.195, -0.065], [0.012, -0.014, -0.011], [-0.048, 0.056, 0.003], [0.033, 0.034, 0.007], [-0.002, 0.004, 0.004], [0.031, -0.070, -0.051], [-0.071, 0.004, -0.020], [0.147, 0.253, -0.107], [0.091, -0.095, 0.031], [0.002, -0.001, 0.004], [0.052, -0.031, 0.026], [0.062, -0.069, -0.019], [-0.117, -0.087, -0.015], [-0.128, -0.128, -0.078], [-0.005, -0.005, 0.092], [-0.035, 0.012, 0.013], [-0.034, 0.089, 0.023], [-0.078, -0.390, -0.009], [-0.030, 0.043, -0.016], [-0.056, -0.037, 0.015], [-0.406, 0.049, 0.235], [0.009, 0.008, -0.004], [-0.001, -0.015, -0.011], [0.009, -0.031, 0.011], [0.051, -0.062, 0.025], [0.006, -0.001, 0.003], [-0.050, 0.054, -0.008], [-0.070, 0.060, -0.033], [-0.008, 0.052, 0.038], [-0.156, -0.257, 0.090], [0.013, 0.026, 0.000], [0.015, 0.004, -0.016], [0.009, -0.010, 0.010], [0.000, 0.006, -0.002], [-0.004, 0.141, -0.008], [0.000, 0.001, 0.007], [-0.001, 0.002, -0.006], [0.009, -0.006, -0.009], [0.099, 0.021, 0.058], [0.008, -0.013, -0.009], [-0.178, -0.019, 0.041], [0.237, 0.174, 0.086], [-0.001, 0.001, 0.004], [-0.018, -0.004, -0.007], [-0.007, 0.003, 0.004], [0.383, 0.087, -0.100], [0.019, 0.007, -0.004], [-0.202, -0.100, 0.087], [-0.015, -0.015, -0.012], [-0.069, 0.093, -0.035], [0.032, -0.044, -0.018], [-0.006, -0.023, 0.001], [-0.009, 0.003, 0.005], [0.081, 0.012, 0.067], [-0.008, -0.001, -0.002], [-0.004, -0.004, 0.003], [-0.001, -0.040, -0.008], [0.022, 0.003, 0.006], [0.052, -0.115, -0.064], [-0.003, 0.010, 0.013], [-0.005, 0.008, -0.001], [-0.006, 0.000, 0.002], [0.031, -0.032, 0.015], [0.004, 0.006, 0.004], [-0.006, 0.036, 0.011], [-0.077, 0.076, 0.004]]
}